The following is a quantum chemistry calculation of a structure of composition C5H10O, from the OMol25 dataset.

Results
E_HOMO = -0.2759 Eh

The geometry in XYZ format:
```
16
C5H10O, DFT ωB97M-V with the def2-TZVPD basis set
O 1.24 0.29 1.58
C 0.54 -0.56 0.75
C 1.01 -0.84 -0.53
C 0.01 1.00 -1.24
C -1.26 1.01 -0.70
C -0.88 -0.55 1.00
H 2.18 0.21 1.36
H 0.02 -1.51 1.47
H 2.09 -0.83 -0.71
H 0.47 -1.57 -1.11
H 0.19 0.71 -2.27
H 0.76 1.67 -0.81
H -1.54 1.73 0.06
H -2.09 0.59 -1.27
H -1.23 -0.07 1.91
H -1.52 -1.25 0.49
```

Atom-resolved charges from Löwdin, all expressed in e: O 0.027; C -0.640; C -0.019; C -0.139; C -0.136; C -0.007; H 0.111; H 0.195; H 0.079; H 0.086; H 0.066; H 0.071; H 0.055; H 0.056; H 0.100; H 0.094



The following is a quantum chemistry calculation of a structure of composition C35H26IrN5OS4 in a non-equilibrium geometry, from the OMol25 dataset.

Results
E_HOMO (alpha / beta) = -0.2324 / -0.2769 Eh
<S²> = 6.080
Spin multiplicity = 5

The geometry in XYZ format:
```
72
C35H26IrN5OS4, DFT ωB97M-V with the def2-TZVPD basis set
Ir -0.10 0.44 0.55
C -6.03 1.17 0.56
C -5.54 1.80 -0.71
C -3.06 1.10 -0.65
C -3.03 -0.01 0.38
C -4.07 -0.30 1.23
C -5.38 0.28 1.34
N -1.84 -0.66 0.45
C -1.72 -2.00 0.79
C -2.75 -2.95 0.78
C -2.46 -4.27 1.07
C -1.16 -4.67 1.35
C -0.12 -3.75 1.33
C -0.40 -2.42 1.03
N 0.55 -1.44 0.85
N 1.81 -1.81 0.85
C 2.64 -0.89 0.36
C 4.03 -1.13 0.32
C 4.86 -0.20 -0.25
C 4.30 0.96 -0.81
C 2.94 1.13 -0.74
N 2.11 0.26 -0.16
H -7.02 1.48 0.85
H -5.23 2.82 -0.49
H -2.32 0.82 -1.40
H -3.85 -1.03 2.00
H -5.92 -0.05 2.21
H -3.75 -2.65 0.50
H -3.26 -5.00 1.05
H -0.95 -5.71 1.56
H 0.90 -4.04 1.51
H 4.39 -2.05 0.74
H 5.93 -0.36 -0.28
H 4.92 1.71 -1.28
H 2.48 2.01 -1.18
S 0.47 0.47 3.22
C 1.07 2.01 2.75
C 1.50 3.02 3.63
C 1.86 4.24 3.11
C 1.79 4.46 1.73
C 1.37 3.41 0.93
N 1.07 2.22 1.43
H 1.51 2.82 4.69
H 2.19 5.04 3.76
H 2.04 5.41 1.29
H 1.26 3.53 -0.14
O -1.05 2.18 0.09
C -2.41 2.44 -0.06
C -2.50 3.59 -1.06
C -2.15 4.88 -0.82
C -2.17 5.70 -1.98
C -2.50 5.01 -3.10
S -2.82 3.36 -2.75
C -4.41 1.05 -1.33
C -4.56 0.20 -2.35
C -5.80 -0.06 -3.05
C -6.89 0.71 -2.90
S -6.96 2.09 -1.86
C -2.97 2.87 1.30
C -2.65 2.32 2.50
C -3.33 2.91 3.60
C -4.16 3.92 3.22
S -4.08 4.18 1.53
H -1.89 5.24 0.17
H -1.93 6.76 -1.97
H -2.59 5.36 -4.11
H -3.69 -0.35 -2.70
H -5.83 -0.88 -3.74
H -7.80 0.55 -3.46
H -1.93 1.53 2.62
H -3.20 2.58 4.62
H -4.78 4.56 3.83
```

Atom-resolved charges from Löwdin, all expressed in e: Ir 1.385; C -0.069; C -0.498; C -0.159; C -0.229; C 0.008; C -0.050; N -0.011; C -0.208; C -0.024; C -0.087; C -0.077; C -0.010; C -0.219; N -0.236; N 0.072; C -0.348; C -0.008; C -0.073; C -0.067; C -0.147; N 0.005; H 0.104; H 0.064; H 0.130; H 0.121; H 0.111; H 0.110; H 0.102; H 0.105; H 0.106; H 0.111; H 0.106; H 0.100; H 0.103; S 0.638; C -0.777; C -0.089; C -0.070; C -0.064; C -0.145; N -0.110; H 0.102; H 0.107; H 0.100; H 0.109; O -0.327; C -0.494; C -0.454; C -0.156; C -0.178; C -0.406; S 1.080; C -0.240; C -0.055; C -0.159; C -0.429; S 0.978; C -0.420; C -0.133; C -0.168; C -0.398; S 1.060; H 0.105; H 0.102; H 0.063; H 0.126; H 0.101; H 0.063; H 0.043; H 0.105; H 0.062